[1]
The following is a quantum chemistry calculation of a 2-piece molecular cluster, C7H17N overall at a distorted geometry, from the Open Molecules 2025 dataset.

Positions of all 25 atoms, in Å:
N -2.12 1.18 0.42
H 2.64 0.18 1.99
H -2.68 1.47 -0.41
H 1.48 -0.81 -0.18
H -2.89 -1.08 -1.31
C -2.01 -2.65 0.02
H -2.93 -3.23 0.22
H 3.92 0.64 0.86
H 2.69 0.02 -1.04
H 3.53 -1.10 1.10
H 0.01 2.65 -1.31
H -0.40 0.98 -1.60
H -1.46 -3.16 -0.79
C 3.10 -0.08 1.02
C 0.45 1.63 -1.36
H -2.58 1.67 1.22
C 2.07 0.04 -0.13
H 1.13 1.58 -2.23
H 1.85 2.08 0.24
H -1.33 -2.56 0.90
H 0.44 1.14 0.76
C -2.39 -1.20 -0.34
C 1.17 1.27 -0.07
H -1.56 -0.46 1.46
C -2.11 -0.21 0.56

Values from the calculation:
* energy relative to the best compared isomer or geometry (same formula, charge and spin): 1.322 eV
* LUMO: 1.09 eV
* electronic energy: -9023.9031 eV
* total charge: 0
* HOMO energy: -8.260 eV
* max |F|: 2.5 eV/Å
* HOMO-LUMO gap: 9.3456 eV

=====

[2]
The following is a quantum chemistry calculation of a 2-piece molecular cluster, C9H14O overall at a distorted geometry, from the Open Molecules 2025 dataset.

Positions of all 24 atoms, in Å:
H 0.65 -1.49 1.67
H -2.87 2.36 0.06
C 1.76 -1.90 3.54
C 0.47 0.63 -2.60
H 2.51 -2.61 3.86
H 1.17 0.81 -4.33
H 2.21 -0.99 1.52
H 1.99 -0.88 3.85
C -1.53 0.97 -0.66
H -2.88 1.06 -2.28
H 1.99 -2.68 1.51
H 1.87 0.39 -1.11
C -1.83 0.94 -2.02
C 0.81 0.51 -1.25
H 0.82 -2.16 4.04
C -2.52 1.35 0.36
H -2.08 1.66 1.31
C -0.87 0.69 -2.97
H -3.45 0.82 0.53
H -1.10 0.73 -4.03
H -0.08 0.50 0.76
O 1.51 0.44 -3.50
C -0.20 0.66 -0.30
C 1.64 -1.79 2.03

Values from the calculation:
* energy relative to the best compared isomer or geometry (same formula, charge and spin): 0.823 eV
* LUMO: 0.89 eV
* electronic energy: -11606.8140 eV
* total charge: 0
* HOMO energy: -8.403 eV
* max |F|: 2.7 eV/Å
* HOMO-LUMO gap: 9.2940 eV

=====

[3]
The following is a quantum chemistry calculation of one molecule with the formula C5H10N2O2, from the Open Molecules 2025 dataset.

Positions of all 19 atoms, in Å:
H 0.74 0.02 -2.27
C -0.28 -1.37 0.74
N 1.09 1.57 1.30
H -0.75 1.96 2.21
C -0.48 -0.75 -0.64
O -1.33 -1.61 -1.37
O 1.97 -0.24 -0.63
C -0.98 1.50 0.11
H -1.09 -1.07 1.41
C -0.16 1.67 1.33
H 1.58 1.75 2.17
H -0.30 -2.45 0.63
H 1.12 -1.65 -1.76
C 0.89 -0.64 -1.40
H 0.67 -1.07 1.17
H -1.59 2.37 -0.11
H 1.73 0.57 -0.12
H -1.75 -1.09 -2.06
N -1.10 0.54 -0.69

Values from the calculation:
* energy relative to the best compared isomer or geometry (same formula, charge and spin): 2.529 eV
* LUMO: 0.24 eV
* electronic energy: -12420.9434 eV
* total charge: 0
* HOMO energy: -9.507 eV
* max |F|: 1.0 eV/Å
* HOMO-LUMO gap: 9.7514 eV

=====

[4]
The following is a quantum chemistry calculation of C36H41MgN10P2S as an isolated structure at a distorted geometry, from the Open Molecules 2025 dataset.

Positions of all 91 atoms, in Å:
H -0.76 0.57 -7.24
C -2.43 -4.15 0.34
H 1.35 -3.08 2.62
C -1.19 -2.60 -0.95
C -0.31 -0.07 6.58
C -2.28 5.27 0.57
C 6.25 3.74 -0.64
C -1.20 -2.35 1.35
N -0.79 -1.69 2.48
Mg 0.19 -0.13 -0.05
H -2.37 -3.79 2.46
C -0.15 1.29 6.81
C 8.62 4.15 -0.21
C 0.14 1.64 4.45
H 0.25 3.20 5.92
H -1.32 5.59 0.98
C 0.08 0.52 -6.54
H 4.20 3.28 -1.01
N -0.78 -1.92 0.15
H 6.11 4.81 -0.78
C 0.09 2.15 5.74
H 0.92 1.05 -6.98
C -0.03 0.28 4.22
H -2.27 -4.22 -1.81
C 5.17 2.88 -0.75
C 7.71 1.87 -0.22
H -0.13 4.31 -0.65
N -2.15 4.84 -0.78
C 2.16 -2.37 2.70
C -1.81 3.01 1.53
H -4.49 2.81 1.45
C 2.95 -0.09 2.79
H -1.20 -2.00 3.34
N -2.80 4.12 1.45
H 6.79 -0.05 -0.17
H -4.15 5.20 -1.26
C -3.17 2.04 -0.69
H 2.74 0.97 2.80
H -3.32 4.07 -2.34
H 5.16 -1.25 -1.13
H -4.83 4.47 0.92
H -0.83 -2.20 -1.90
H -0.48 -0.74 7.41
C 1.91 -1.01 2.66
C -4.13 3.64 0.84
H 1.45 -1.20 -6.43
H -0.89 3.39 1.98
S -0.45 0.66 -2.60
N 4.24 0.63 -0.61
C -0.13 0.27 -4.23
H -0.31 -1.65 5.16
C 4.51 -1.91 2.96
C 2.96 0.96 -0.34
H -2.20 2.23 2.18
H -0.54 2.08 -5.15
C 4.25 -0.55 2.94
H 5.53 -2.27 3.09
H 2.63 1.94 -0.07
C 3.47 -2.82 2.85
C -1.99 -3.71 -0.91
N 9.48 4.90 -0.07
C 7.52 3.25 -0.36
N 0.28 -0.91 -4.69
C -0.24 -0.58 5.29
H -3.18 1.76 -1.74
H 8.69 1.48 -0.02
C 2.99 -1.16 -0.77
H -3.63 1.23 -0.13
H 2.61 -2.16 -0.90
C 6.63 1.01 -0.31
C -3.44 4.38 -1.30
H -3.07 -5.02 0.42
C 0.43 -0.93 -6.15
P -1.39 2.25 -0.15
C 5.36 1.52 -0.56
C -2.04 -3.47 1.47
H 0.34 2.31 3.62
H -2.99 6.08 0.65
H -0.97 3.69 -2.07
C 4.27 -0.72 -0.87
H -2.98 4.49 2.39
C -1.07 3.89 -1.00
N 2.17 -0.10 -0.42
H 3.67 -3.89 2.89
H -0.22 1.68 7.81
N -0.29 1.11 -5.25
P 0.22 -0.31 2.52
H 0.45 -1.71 -4.12
N -3.94 3.26 -0.51
H 5.06 0.16 3.06
H -0.24 -1.66 -6.60

Values from the calculation:
* energy relative to the best compared isomer or geometry (same formula, charge and spin): 0.711 eV
* LUMO: -7.10 eV
* electronic energy: -87736.9852 eV
* total charge: +3
* HOMO energy: -15.334 eV
* max |F|: 1.2 eV/Å
* HOMO-LUMO gap: 8.2351 eV

=====

[5]
The following is a quantum chemistry calculation of C22H20AsN3O9S3Zn as an isolated structure at a distorted geometry, from the Open Molecules 2025 dataset.

Positions of all 59 atoms, in Å:
C 1.60 -5.87 -0.63
S -2.75 -1.05 -2.03
H -6.78 1.47 -0.90
C -3.76 2.71 -1.72
O -0.39 -1.40 0.30
C -5.05 0.32 -1.40
C 4.47 4.20 -1.09
Zn -0.83 0.38 -0.95
H -0.01 2.38 4.14
H 4.40 6.30 -1.54
H 1.97 6.48 -1.23
H -0.99 -0.41 4.72
C -3.69 0.33 -1.78
C -5.09 2.71 -1.38
H -0.16 -3.61 1.20
H 1.91 -6.90 -0.61
C -0.55 2.43 3.19
C 0.26 -1.79 -0.70
As -0.79 0.67 2.39
O -0.06 -5.68 2.48
H -5.51 -0.64 -1.24
H -5.60 3.65 -1.24
N 0.52 -6.18 1.54
O -1.81 1.62 -2.21
N 2.71 -5.59 -2.78
C 1.52 -3.71 -1.73
O 0.46 -1.09 -1.71
H 1.78 -3.08 -2.57
H 4.18 2.12 -0.65
C 3.82 5.42 -1.27
C 3.71 3.09 -0.77
H 1.60 0.14 1.62
C -5.74 1.49 -1.21
H -1.77 -1.38 3.44
N -3.09 1.56 -1.92
H 1.45 0.39 3.39
C 1.93 -5.05 -1.69
S -0.02 4.75 -0.48
C 0.86 -5.34 0.41
H -1.53 2.88 3.34
C 0.44 -4.02 0.40
C 0.78 -3.20 -0.68
H 0.00 3.04 2.47
O 3.01 -6.78 -2.73
C 2.32 3.14 -0.61
O 0.45 1.69 -0.06
H -2.59 0.05 4.07
H 0.91 -1.14 2.64
C 1.00 -0.06 2.51
C 1.70 1.78 -0.30
H 5.54 4.12 -1.21
C 2.46 5.52 -1.10
O 0.83 -7.36 1.50
H -3.15 3.60 -1.82
C 1.65 4.42 -0.75
C -1.62 -0.37 3.83
S -2.39 0.93 1.05
O 2.47 0.81 -0.25
O 3.03 -4.86 -3.68

Values from the calculation:
* energy relative to the best compared isomer or geometry (same formula, charge and spin): 1.829 eV
* LUMO: 2.73 eV
* electronic energy: -187796.6114 eV
* total charge: -2
* HOMO energy: -0.651 eV
* max |F|: 1.6 eV/Å
* HOMO-LUMO gap: 3.3789 eV

=====

[6]
The following is a quantum chemistry calculation of C17H28N2SiSn as an isolated structure at a distorted geometry, from the Open Molecules 2025 dataset.

Positions of all 49 atoms, in Å:
H -0.47 1.39 4.09
H 0.83 1.74 -3.78
C 1.39 1.86 -2.83
C -1.29 -0.88 -2.62
H -3.32 -3.86 -1.77
C 1.37 3.27 -2.33
H -3.95 -2.24 -2.16
C -1.19 -0.61 3.69
N -1.41 -0.52 2.36
H -2.10 -0.16 -2.72
H 1.90 -0.16 -2.82
H 0.84 3.86 -3.10
H -1.20 -1.42 -3.57
C 1.35 2.98 0.22
H 3.19 3.41 1.11
C 2.02 0.81 -2.31
H -1.12 -3.77 1.43
H 2.38 3.68 -2.26
H 3.91 2.60 -1.46
H 0.85 3.37 1.15
Si -1.65 -2.12 -1.26
H 3.70 0.04 -1.34
H -0.44 3.21 -1.13
C -0.87 -2.99 3.47
H -0.36 -0.33 -2.46
C -1.27 0.69 4.41
N -1.57 -1.22 0.27
H -2.24 1.20 4.27
H 0.57 4.61 -0.85
H 0.17 -3.55 -0.34
H -0.89 -4.45 -1.45
H 2.34 0.26 -0.24
H -0.44 1.56 0.59
C 2.64 2.91 0.26
H -0.64 -3.96 3.91
C 2.87 0.74 -1.10
C -0.39 -3.48 -1.28
C -1.12 -2.90 2.09
H -0.74 -1.87 5.34
H -3.91 -2.80 -0.48
H 0.33 -3.33 -2.10
Sn -1.85 0.89 0.85
C 0.61 3.51 -1.01
C 3.56 2.05 -0.61
C -3.38 -2.82 -1.43
H -1.13 0.51 5.49
H 4.40 1.76 0.00
C -1.36 -1.63 1.55
C -0.92 -1.84 4.25

Values from the calculation:
* energy relative to the best compared isomer or geometry (same formula, charge and spin): 1.101 eV
* LUMO: 0.62 eV
* electronic energy: -34771.0483 eV
* total charge: 0
* HOMO energy: -7.169 eV
* max |F|: 4.9 eV/Å
* HOMO-LUMO gap: 7.7877 eV

=====

[7]
The following is a quantum chemistry calculation of one molecule with the formula C5H9NO at a distorted geometry, from the Open Molecules 2025 dataset.

Positions of all 16 atoms, in Å:
H 1.70 -0.30 -0.97
C 1.70 -0.23 0.12
H -1.57 -1.84 0.98
C -1.16 -0.41 -1.07
H 0.59 0.70 1.71
C 0.47 1.92 0.03
H -0.43 -1.12 -1.48
H -1.64 0.53 0.80
C 0.50 0.57 0.63
O -0.78 -1.32 1.16
C -0.85 -0.13 0.40
H 2.64 0.25 0.43
N 0.45 2.96 -0.46
H -1.13 0.51 -1.66
H -2.16 -0.85 -1.17
H 1.66 -1.24 0.55

Values from the calculation:
* energy relative to the best compared isomer or geometry (same formula, charge and spin): 0.917 eV
* LUMO: 0.68 eV
* electronic energy: -8868.2953 eV
* total charge: 0
* HOMO energy: -10.901 eV
* max |F|: 1.1 eV/Å
* HOMO-LUMO gap: 11.5831 eV

=====

[8]
The following is a quantum chemistry calculation of one molecule with the formula C7H9N2P at a distorted geometry, from the Open Molecules 2025 dataset.

Positions of all 19 atoms, in Å:
H -2.22 1.08 -2.29
H -0.74 3.14 -1.86
C -1.20 0.82 -1.99
H 0.58 -0.68 3.34
P -0.43 0.89 0.76
H 0.98 -0.10 -0.91
H 0.78 -2.38 2.22
C -0.94 2.19 -1.35
C 1.08 -0.36 2.42
H 0.32 -1.53 -1.89
N -0.71 2.32 -0.12
H -0.66 0.87 -2.93
H 0.09 -2.70 0.03
N -1.10 -0.18 -0.95
H 2.19 -0.30 2.65
C 0.20 -0.88 -0.96
C 0.39 -1.65 0.28
C 0.65 1.01 2.01
C 0.75 -1.57 1.54

Values from the calculation:
* energy relative to the best compared isomer or geometry (same formula, charge and spin): 6.429 eV
* LUMO: -0.48 eV
* electronic energy: -19667.0132 eV
* total charge: 0
* HOMO energy: -8.593 eV
* max |F|: 4.4 eV/Å
* HOMO-LUMO gap: 8.1176 eV